1.
{"formula": "C3H5O2S2", "method": "ωB97M-V/def2-TZVPD", "elements": ["C", "C", "S", "S", "C", "O", "O", "H", "H", "H", "H", "H"], "positions_angstrom": [[-1.36, 0.32, -0.28], [-0.12, -0.30, 0.25], [-0.04, -0.22, 2.11], [0.20, -2.02, -0.12], [1.04, 0.54, -0.42], [1.55, 0.15, -1.48], [1.27, 1.53, 0.29], [-2.16, 0.25, 0.39], [-1.61, -0.21, -1.22], [-1.19, 1.31, -0.48], [1.11, 0.55, 1.93], [1.32, -1.88, -0.96]], "nbo_charge": [-0.6271, -0.3754, -0.1637, -0.1182, 0.7656, -0.7476, -0.7594, 0.1973, 0.2114, 0.2228, 0.2073, 0.1870], "charge": -1, "mol_weight_g_mol": 137.21, "largest_force_ev_per_a": 3.13, "energy_ha": -1064.2157, "gap_ev": 7.7, "homo_energy_ev": -4.3}


2.
{"formula": "C3H5O3", "method": "ωB97M-V/def2-TZVPD", "elements": ["C", "C", "O", "C", "O", "O", "H", "H", "H", "H", "H"], "positions_angstrom": [[-1.00, 0.58, -0.60], [-0.25, -0.45, 0.23], [0.06, -1.64, -0.44], [1.19, 0.29, 0.79], [1.12, 1.18, 1.61], [2.16, -0.24, 0.17], [-0.37, 0.84, -1.51], [-1.96, 0.33, -1.01], [-1.12, 1.41, 0.18], [-0.89, -0.62, 1.17], [1.07, -1.69, -0.61]], "nbo_charge": [-0.6407, -0.0200, -0.7840, 0.7770, -0.7458, -0.8166, 0.1929, 0.1792, 0.2201, 0.1333, 0.5045], "charge": -1, "mol_weight_g_mol": 89.07, "largest_force_ev_per_a": 3.92, "energy_ha": -343.0847, "gap_ev": 8.2, "homo_energy_ev": -3.9}


3.
{"formula": "C3H5O3", "method": "ωB97M-V/def2-TZVPD", "elements": ["O", "C", "O", "H", "O", "H", "C", "C", "H", "H", "H"], "positions_angstrom": [[-0.32, 0.35, -0.67], [-0.10, 0.23, 0.63], [0.33, 1.10, 1.35], [-0.43, 1.28, -0.91], [-0.36, -1.18, 1.04], [0.50, -1.56, 1.31], [-0.22, -2.29, 3.22], [0.94, -1.81, 3.61], [-1.25, -2.18, 3.57], [1.89, -2.16, 3.19], [1.00, -0.85, 4.14]], "lowdin_spin": [0.0007, 0.0025, 0.0000, 0.0002, 0.0217, 0.0071, 0.7556, 0.1015, 0.0605, 0.0187, 0.0314], "multiplicity": 2, "mol_weight_g_mol": 89.07, "largest_force_ev_per_a": 4.21, "energy_ha": -342.9016, "gap_ev": [9.7, 9.6], "homo_energy_ev": [-9.1, -9.9], "s_squared": 0.76}


4.
{"formula": "C3H5O3", "method": "ωB97M-V/def2-TZVPD", "elements": ["C", "C", "C", "O", "O", "O", "H", "H", "H", "H", "H"], "positions_angstrom": [[2.68, -0.26, 0.26], [0.18, 0.95, 0.14], [-1.19, 0.45, -0.01], [0.87, 1.80, -0.13], [-2.08, 1.45, -0.04], [3.03, 0.80, 0.08], [1.48, -0.51, 0.30], [3.33, -1.09, 0.52], [-1.30, -0.29, 0.70], [-1.11, 0.05, -1.06], [-2.74, 1.40, 0.72]], "nbo_charge": [0.3526, 0.7866, -0.1803, -0.2144, -0.6300, -0.3753, 0.0194, 0.1941, 0.2429, 0.2803, 0.5241], "charge": 1, "mol_weight_g_mol": 89.07, "largest_force_ev_per_a": 4.27, "energy_ha": -342.6326, "gap_ev": 9.1, "homo_energy_ev": -15.4}


5.
{"formula": "C3H5O3Sn", "method": "ωB97M-V/def2-TZVPD", "elements": ["O", "C", "C", "O", "O", "C", "H", "H", "H", "H", "H", "Sn"], "positions_angstrom": [[-0.83, 0.32, 1.61], [-1.76, -0.15, -1.08], [-1.59, 1.48, 1.55], [-2.18, -1.27, -1.29], [-2.49, 0.84, -0.60], [-1.82, 1.89, 0.11], [-1.11, 2.34, 2.06], [-2.57, 1.32, 2.04], [-0.86, 2.10, -0.38], [-2.48, 2.77, 0.05], [-0.63, 0.04, -1.15], [0.86, -0.20, 1.61]], "mulliken_charge": [-0.3942, 0.2802, -0.2543, -0.4589, -0.3336, -0.4432, 0.3081, 0.2876, 0.3665, 0.3520, 0.2454, 1.0443], "charge": 1, "mol_weight_g_mol": 207.78, "largest_force_ev_per_a": 5.10, "energy_ha": -557.0075, "gap_ev": 7.6, "homo_energy_ev": -14.1}


6.
{"formula": "C3H5O3V", "method": "ωB97M-V/def2-TZVPD", "elements": ["H", "C", "C", "O", "C", "O", "H", "H", "H", "H", "V", "O"], "positions_angstrom": [[0.50, 1.75, 0.77], [-0.66, 0.50, 0.59], [0.59, 0.68, 1.38], [0.33, -0.83, 0.04], [0.07, -1.16, -1.16], [0.27, -2.44, -1.34], [-1.44, 0.09, 1.27], [0.96, -0.21, 1.91], [-0.08, -2.71, -2.20], [0.38, 1.23, 2.31], [-1.00, 0.50, -2.16], [-1.18, 1.08, -0.48]], "lowdin_spin": [0.0007, 0.0149, 0.0003, 0.0196, 0.0109, 0.0028, -0.0009, 0.0000, 0.0006, 0.0002, 2.9397, 0.0112], "multiplicity": 4, "charge": 1, "mol_weight_g_mol": 140.01, "largest_force_ev_per_a": 8.12, "energy_ha": -1286.5512, "gap_ev": [8.6, 8.5], "homo_energy_ev": [-14.0, -14.0], "s_squared": 3.76}


7.
{"formula": "C3H5O4Tl", "method": "ωB97M-V/def2-TZVPD", "elements": ["C", "C", "O", "Tl", "H", "H", "H", "H", "H", "O", "C", "O", "O"], "positions_angstrom": [[0.70, 4.12, 5.84], [-0.68, 4.71, 6.02], [-1.18, 5.29, 4.93], [-2.21, 3.97, 3.33], [1.15, 3.87, 6.81], [0.64, 3.23, 5.19], [1.37, 4.80, 5.27], [-0.83, 5.30, 6.94], [-1.79, 3.38, 6.23], [-2.85, 2.68, 5.95], [-3.06, 1.66, 5.10], [-2.74, 1.87, 3.88], [-3.71, 0.69, 5.50]], "lowdin_spin": [0.0586, 0.3645, 0.2906, 0.0239, -0.0006, 0.0085, 0.0146, 0.0322, 0.0669, 0.1136, 0.0065, 0.0014, 0.0193], "multiplicity": 2, "charge": -1, "mol_weight_g_mol": 309.45, "largest_force_ev_per_a": 4.01, "energy_ha": -590.7512, "gap_ev": [6.8, 7.2], "homo_energy_ev": [-3.7, -4.3], "s_squared": 0.75}


8.
{"formula": "C3H5O5S", "method": "ωB97M-V/def2-TZVPD", "elements": ["C", "C", "C", "O", "O", "O", "O", "O", "S", "H", "H", "H", "H", "H"], "positions_angstrom": [[-1.48, 0.29, 0.55], [1.06, 0.14, -1.66], [-0.32, -0.39, 1.11], [-2.49, 0.21, 1.46], [-1.68, 0.75, -0.53], [2.45, -0.48, 0.49], [1.14, 1.63, 0.49], [-0.18, -0.90, 2.26], [1.21, 0.22, 0.19], [0.06, 0.53, -1.82], [1.75, 0.88, -2.07], [1.30, -0.68, -2.24], [-0.67, -1.69, -0.26], [-2.14, -0.49, 2.02]], "nbo_charge": [0.6926, -0.8458, 0.0977, -0.6876, -0.6061, -0.9616, -0.9827, -0.6878, 2.0523, 0.2621, 0.2172, 0.2191, -0.2605, 0.4910], "charge": -1, "mol_weight_g_mol": 153.14, "largest_force_ev_per_a": 4.38, "energy_ha": -891.6553, "gap_ev": [7.8, 7.8], "homo_energy_ev": [-4.2, -4.2]}


9.
{"formula": "C3H5OP", "method": "ωB97M-V/def2-TZVPD", "elements": ["C", "C", "C", "O", "P", "H", "H", "H", "H", "H"], "positions_angstrom": [[-0.72, 0.41, 0.03], [-1.59, -0.35, 0.62], [0.78, 0.18, -0.01], [-5.65, -0.62, -0.12], [-4.73, 0.49, 0.09], [-1.02, 1.31, -0.49], [-1.58, -1.26, 1.17], [1.28, 0.97, 0.54], [1.04, -0.78, 0.43], [1.12, 0.21, -1.04]], "nbo_charge": [-0.3181, -0.1551, -0.6324, -0.9529, 1.0356, 0.2032, 0.1734, 0.2174, 0.2124, 0.2166], "mol_weight_g_mol": 88.05, "largest_force_ev_per_a": 1.58, "energy_ha": -533.7533, "gap_ev": [7.9, 6.5], "homo_energy_ev": [-8.7, -7.5]}


10.
{"formula": "C3H5P", "method": "ωB97M-V/def2-TZVPD", "elements": ["C", "C", "C", "P", "H", "H", "H", "H", "H"], "positions_angstrom": [[-0.75, 0.38, -0.29], [0.77, 0.51, -0.08], [0.39, -0.92, 0.16], [-1.87, 0.94, 0.92], [-1.09, 0.22, -1.24], [1.37, 0.63, -0.90], [1.03, 1.04, 0.86], [-0.20, -1.08, 1.12], [0.34, -1.71, -0.55]], "nbo_charge": [-0.6685, -0.4086, -0.3524, 0.3106, 0.2184, 0.2254, 0.2306, 0.2249, 0.2196], "mol_weight_g_mol": 72.05, "largest_force_ev_per_a": 4.51, "energy_ha": -458.4993, "gap_ev": [6.9, 6.6], "homo_energy_ev": [-7.8, -7.4]}


11.
{"formula": "C3H5PS", "method": "ωB97M-V/def2-TZVPD", "elements": ["P", "C", "C", "S", "C", "H", "H", "H", "H", "H"], "positions_angstrom": [[1.87, -0.47, 0.05], [-0.04, -0.60, 0.24], [-0.93, -0.31, -0.94], [-2.43, -0.08, 0.15], [-0.80, 0.63, 0.22], [1.75, -0.09, 1.42], [1.98, 0.76, -0.58], [-0.18, -1.40, 0.96], [-0.76, -0.08, -2.01], [-0.46, 1.64, 0.48]], "nbo_charge": [0.2707, -0.4521, -0.2887, 0.1357, -0.3602, -0.0123, -0.0331, 0.2297, 0.2565, 0.2537], "mol_weight_g_mol": 104.11, "largest_force_ev_per_a": 3.04, "energy_ha": -856.7239, "gap_ev": 9.4, "homo_energy_ev": -8.5}


12.
{"formula": "C3H5PS", "method": "ωB97M-V/def2-TZVPD", "elements": ["C", "C", "C", "P", "S", "H", "H", "H", "H", "H"], "positions_angstrom": [[0.75, 0.84, -0.25], [-0.25, -0.03, 2.20], [0.86, -0.42, -0.67], [-0.37, -0.30, 0.44], [-0.03, -0.90, 3.55], [1.10, 1.77, -0.58], [-0.70, 0.90, 2.31], [1.37, -0.90, -1.44], [-1.28, -1.49, 0.11], [-1.36, 0.67, 0.47]], "lowdin_spin": [0.0602, 0.6408, 0.0062, 0.1093, 1.1018, 0.0021, 0.0517, 0.0013, 0.0124, 0.0141], "multiplicity": 3, "mol_weight_g_mol": 104.11, "largest_force_ev_per_a": 3.29, "energy_ha": -856.5640, "gap_ev": [8.1, 5.6], "homo_energy_ev": [-7.1, -8.1], "s_squared": 2.01}


13.
{"formula": "C3H6", "method": "ωB97M-V/def2-TZVPD", "elements": ["C", "C", "C", "H", "H", "H", "H", "H", "H"], "positions_angstrom": [[1.25, -0.24, 0.14], [0.24, 0.53, 0.13], [-1.08, -0.17, 0.06], [1.07, -1.25, -0.06], [2.37, -0.02, -0.15], [0.36, 1.80, -0.01], [-1.19, -1.31, -0.37], [-1.66, -0.10, 1.01], [-1.36, 0.75, -0.72]], "nbo_charge": [-0.4169, -0.1908, -0.6569, 0.1829, 0.1926, 0.2120, 0.2290, 0.2210, 0.2271], "mol_weight_g_mol": 42.08, "largest_force_ev_per_a": 7.06, "energy_ha": -117.7869, "gap_ev": 11.1, "homo_energy_ev": -9.8}


14.
{"formula": "C3H6BF3O7PS", "method": "ωB97M-V/def2-TZVPD", "elements": ["O", "C", "O", "C", "B", "P", "O", "O", "H", "H", "H", "H", "H", "H", "C", "F", "F", "F", "S", "O", "O", "O"], "positions_angstrom": [[1.48, 0.65, -0.33], [0.66, 1.41, -0.91], [1.10, 2.65, -1.50], [-0.86, 0.91, -0.98], [-1.92, 2.07, -1.44], [-3.64, 2.00, -0.55], [-3.99, 0.29, -0.54], [-4.82, 2.87, -1.46], [1.85, 2.35, -2.08], [-0.86, 0.00, -1.69], [-1.15, 0.55, 0.08], [-1.65, 2.90, -2.26], [-4.56, 0.05, -1.30], [-5.65, 2.33, -1.53], [2.37, -2.16, 1.69], [2.50, -0.83, 1.92], [1.13, -2.49, 2.12], [2.34, -2.29, 0.34], [3.72, -3.17, 2.49], [3.59, -2.89, 3.91], [4.96, -2.67, 1.90], [3.41, -4.55, 2.12]], "nbo_charge": [-0.5235, 0.7761, -0.7306, -0.8703, 0.2442, 1.0376, -0.9586, -0.9730, 0.4985, 0.2955, 0.2818, -0.0460, 0.4775, 0.4887, 0.6866, -0.3326, -0.3427, -0.3384, 2.3235, -0.9978, -0.9970, -0.9995], "charge": -1, "mol_weight_g_mol": 284.92, "largest_force_ev_per_a": 5.34, "energy_ha": -1708.6446, "gap_ev": 6.2, "homo_energy_ev": -5.3}


15.
{"formula": "C3H6Br2FN2O2PS", "method": "ωB97M-V/def2-TZVPD", "elements": ["C", "C", "Br", "C", "Br", "N", "P", "N", "S", "O", "O", "F", "H", "H", "H", "H", "H", "H"], "positions_angstrom": [[-0.60, 1.35, 1.80], [-1.51, 0.76, 0.77], [-3.28, 1.39, 0.79], [-1.09, -0.13, -0.14], [-2.23, -0.83, -1.48], [0.27, -0.53, -0.12], [1.13, -0.11, -1.59], [0.94, 1.40, -1.89], [0.51, -2.10, 0.38], [1.32, -2.78, -0.56], [-0.69, -2.68, 0.83], [1.39, -1.81, 1.61], [-0.02, 2.15, 1.35], [-1.19, 1.74, 2.62], [0.10, 0.63, 2.20], [2.47, -0.46, -1.36], [0.58, -0.90, -2.60], [1.82, 1.91, -1.90]], "nbo_charge": [-0.6615, -0.0467, 0.1173, -0.0065, 0.0978, -1.0041, 1.4813, -1.3038, 2.5467, -0.9119, -0.8794, -0.4631, 0.2482, 0.2361, 0.2326, -0.0328, -0.0365, 0.3864], "mol_weight_g_mol": 343.94, "largest_force_ev_per_a": 1.99, "energy_ha": -6365.2842, "gap_ev": 9.9, "homo_energy_ev": -9.5}


16.
{"formula": "C3H6Br2NO", "method": "ωB97M-V/def2-TZVPD", "elements": ["C", "C", "C", "N", "O", "Br", "Br", "H", "H", "H", "H", "H", "H"], "positions_angstrom": [[1.51, -0.49, -0.64], [-0.07, -0.13, 1.54], [0.63, 0.39, 0.33], [-1.65, 0.26, -1.18], [1.26, -0.74, -1.73], [3.15, -1.00, 0.32], [0.95, 2.20, 0.12], [-0.74, 0.55, 2.11], [0.62, -0.55, 2.29], [-0.49, -1.00, 1.05], [-2.50, -0.22, -0.88], [-1.65, 1.08, -1.66], [-1.02, -0.36, -1.68]], "nbo_charge": [0.4225, -0.7532, 0.1725, -1.0079, -0.4138, 0.1139, 0.4013, 0.2950, 0.3165, 0.2773, 0.4087, 0.3856, 0.3817], "charge": 1, "mol_weight_g_mol": 231.90, "largest_force_ev_per_a": 4.27, "energy_ha": -5395.5798, "gap_ev": 7.7, "homo_energy_ev": -14.7}


17.
{"formula": "C3H6Br2O", "method": "ωB97M-V/def2-TZVPD", "elements": ["C", "C", "C", "O", "Br", "Br", "H", "H", "H", "H", "H", "H"], "positions_angstrom": [[-0.20, 1.86, -0.94], [-0.13, -1.56, 0.77], [0.80, 1.22, -0.35], [-0.99, -1.47, -0.31], [1.96, 0.22, -1.46], [1.27, 1.40, 1.45], [-0.49, 2.00, -1.98], [-1.89, -1.69, -0.09], [-0.73, 2.59, -0.27], [0.88, -1.14, 0.47], [-0.11, -2.54, 1.16], [-0.38, -0.89, 1.54]], "nbo_charge": [-0.4129, -0.2422, -0.2503, -0.7300, 0.0975, 0.1239, 0.2385, 0.4686, 0.2116, 0.1787, 0.1620, 0.1546], "mol_weight_g_mol": 217.89, "largest_force_ev_per_a": 2.77, "energy_ha": -5341.1019, "gap_ev": 9.9, "homo_energy_ev": -9.4}


18.
{"formula": "C3H6Br2O3", "method": "ωB97M-V/def2-TZVPD", "elements": ["C", "C", "C", "O", "O", "O", "Br", "Br", "H", "H", "H", "H", "H", "H"], "positions_angstrom": [[0.25, 1.02, -0.42], [-0.59, -1.00, 0.90], [0.37, -0.52, -0.05], [0.71, 1.80, 0.74], [-0.65, -0.40, 2.09], [-0.23, -1.62, -1.60], [-2.38, -0.99, 0.03], [2.08, -1.23, 0.27], [0.84, 1.29, -1.25], [-0.88, 1.17, -0.42], [-0.43, -2.07, 0.89], [1.71, 1.62, 0.70], [-1.12, 0.52, 2.06], [0.32, -1.35, -2.32]], "nbo_charge": [-0.1607, -0.0335, 0.1920, -0.7069, -0.6719, -0.7941, -0.0389, 0.1349, 0.2002, 0.2253, 0.2281, 0.4716, 0.5060, 0.4479], "mol_weight_g_mol": 249.89, "largest_force_ev_per_a": 5.26, "energy_ha": -5491.5329, "gap_ev": 9.4, "homo_energy_ev": -9.8}


19.
{"formula": "C3H6BrFO", "method": "ωB97M-V/def2-TZVPD", "elements": ["C", "C", "C", "O", "F", "Br", "H", "H", "H", "H", "H", "H"], "positions_angstrom": [[0.75, -0.46, -1.00], [-0.67, 0.08, -0.62], [-0.97, -0.52, 0.73], [-0.70, 1.51, -0.66], [1.39, 0.83, 3.26], [-0.45, 0.39, 2.24], [0.93, -1.52, -0.94], [1.19, -0.35, -2.07], [1.37, 0.05, -0.20], [-1.47, -0.32, -1.38], [-1.11, -1.60, 0.65], [-0.25, 1.91, -0.01]], "nbo_charge": [-0.6454, -0.0033, -0.2105, -0.6985, -0.7036, 0.6495, 0.2223, 0.2454, 0.2262, 0.2271, 0.2161, 0.4747], "mol_weight_g_mol": 156.98, "largest_force_ev_per_a": 5.66, "energy_ha": -2866.8605, "gap_ev": [7.8, 7.8], "homo_energy_ev": [-9.8, -9.8]}


20.
{"formula": "C3H6BrFO", "method": "ωB97M-V/def2-TZVPD", "elements": ["C", "C", "C", "O", "F", "Br", "H", "H", "H", "H", "H", "H"], "positions_angstrom": [[-0.69, 0.90, 0.71], [0.22, 0.55, -0.52], [1.26, -0.28, 0.05], [-0.43, -0.01, -1.61], [2.37, 0.23, 0.39], [-0.80, -4.01, 0.01], [-1.65, 1.47, 0.49], [-1.03, -0.03, 1.04], [-0.08, 1.25, 1.54], [0.68, 1.51, -0.84], [1.43, -1.34, 0.09], [-1.29, -0.23, -1.37]], "lowdin_spin": [0.0546, 0.0786, 0.6053, 0.0234, 0.1785, 0.9958, 0.0114, 0.0038, 0.0035, 0.0101, 0.0345, 0.0005], "multiplicity": 3, "mol_weight_g_mol": 156.98, "largest_force_ev_per_a": 4.60, "energy_ha": -2866.8752, "gap_ev": [8.4, 7.0], "homo_energy_ev": [-7.4, -10.8], "s_squared": 2.01}